Record 1
{
  "formula": "C4H7NOS",
  "method": "ωB97M-V/def2-TZVPD",
  "relative_energy_kcal_mol": 95.5,
  "max_force_ev_per_a": 5.31,
  "e_lumo_ev": [0.15, 0.20],
  "e_tot_ev": -18630.4064,
  "homo_ev": [-7.94, -8.10],
  "orbital_gap_ev": [8.086, 8.295],
  "elements": ["H", "O", "N", "C", "H", "C", "H", "S", "H", "C", "H", "C", "H", "H"],
  "xyz": [[-2.00559, -1.73786, -0.60349], [0.33225, -0.38205, 0.87610], [0.86052, 0.87634, -1.33167], [-1.08548, -1.38944, -0.74010], [2.13833, -0.07304, 1.42075], [1.68043, 1.05264, -0.43950], [-0.90690, -1.20254, -1.88286], [-1.89767, 1.11635, 0.36341], [1.10882, 1.39744, 1.69546], [-0.69586, -0.19799, 0.07492], [2.60332, 1.63995, -0.62931], [1.32116, 0.56552, 1.03179], [-3.01158, 0.45788, 0.68287], [-0.44174, -2.12321, -0.51837]],
  "forces_ev_per_a": [[-4.115, -1.091, 0.612], [-1.010, -0.673, 0.628], [-2.011, -0.777, 0.255], [2.133, 3.709, -3.139], [-0.042, 0.881, 0.104], [-0.172, 0.555, 0.776], [-0.528, 0.063, 2.130], [1.098, 0.454, -0.179], [-0.309, 0.139, 0.045], [0.702, 1.432, -2.239], [-0.193, -0.516, 0.479], [1.897, -0.675, -0.413], [0.018, -0.653, 0.008], [2.531, -2.848, 0.932]]
}

Record 2
{
  "formula": "C4H13N2OS",
  "method": "ωB97M-V/def2-TZVPD",
  "s_squared": 0.751,
  "relative_energy_kcal_mol": 67.1,
  "max_force_ev_per_a": 3.52,
  "e_lumo_ev": [5.61, 5.56],
  "e_tot_ev": -20215.8568,
  "charge": -2,
  "homo_ev": [3.54, -0.61],
  "spin_multiplicity": 2,
  "orbital_gap_ev": [2.075, 6.166],
  "elements": ["H", "H", "H", "S", "H", "H", "C", "N", "H", "H", "H", "H", "H", "C", "H", "C", "N", "H", "C", "O", "H"],
  "xyz": [[0.84847, 1.63908, 0.25112], [-1.48256, -0.04464, -4.24243], [0.18940, -2.43278, 2.49163], [-0.04474, 0.46500, 2.81367], [1.31037, -0.67375, -1.04174], [-1.46455, 1.19956, 1.05071], [0.32589, 0.71514, 0.02927], [0.11994, 0.14965, -2.89024], [0.44133, 0.99938, -2.30608], [-0.14949, 0.79000, -4.88883], [0.62253, -2.05204, 1.15854], [-1.20621, -0.54957, 0.93810], [-0.91442, 1.76532, -1.46868], [-0.71043, 0.40468, 1.09576], [-1.22379, 0.03757, -1.27832], [-0.44466, 0.78927, -1.30326], [1.31600, -0.42222, -0.06196], [2.22180, -0.10580, 0.24625], [-0.70799, 0.68810, -3.94139], [0.38285, -2.86183, 1.64940], [-1.29256, 1.58879, -3.72292]],
  "forces_ev_per_a": [[-0.049, 0.219, 0.110], [-0.055, 0.012, 0.282], [-0.134, 0.013, 0.276], [0.112, -0.145, -0.081], [0.604, -0.223, -0.155], [-0.147, -0.162, -0.183], [0.601, -1.776, -1.023], [1.188, 1.592, 2.871], [2.345, 0.098, -2.620], [0.194, 0.420, 0.307], [0.217, -0.095, -0.442], [0.127, -0.117, -0.375], [0.125, -0.096, -0.081], [0.022, 1.147, 1.121], [-0.448, 0.265, 0.461], [-3.074, -1.447, 0.174], [-1.028, 0.588, 0.027], [0.136, -0.113, -0.113], [-1.070, -0.693, -0.610], [0.037, 0.240, 0.084], [0.298, 0.273, -0.028]]
}

Record 3
{
  "formula": "C32H39N4O2",
  "method": "ωB97M-V/def2-TZVPD",
  "relative_energy_kcal_mol": 34.6,
  "max_force_ev_per_a": 3.05,
  "e_lumo_ev": -3.88,
  "e_tot_ev": -43864.7171,
  "charge": 1,
  "homo_ev": -10.62,
  "orbital_gap_ev": 6.741,
  "elements": ["C", "C", "C", "O", "C", "H", "C", "H", "H", "C", "C", "C", "H", "H", "H", "C", "H", "N", "H", "C", "N", "H", "H", "C", "C", "C", "H", "H", "H", "C", "C", "C", "C", "H", "C", "C", "H", "H", "H", "H", "H", "N", "H", "H", "H", "C", "H", "H", "H", "H", "C", "O", "C", "H", "C", "C", "C", "N", "H", "H", "H", "C", "C", "C", "H", "C", "H", "C", "C", "C", "H", "H", "H", "H", "H", "H", "H"],
  "xyz": [[-3.98108, -1.87602, -2.34818], [0.15699, -0.82064, 2.45614], [2.47196, 1.78419, 1.03193], [-5.27466, 0.92612, -1.89447], [5.01697, -4.12797, 1.29785], [-2.64829, 4.21638, 0.19882], [-0.66816, 0.53465, -0.50517], [4.34571, -0.77501, 2.51975], [-1.14068, 2.69695, -2.88210], [5.81132, -1.92006, 1.44059], [-3.04263, 0.15996, -1.13092], [3.42429, 1.78796, 2.06007], [6.54113, -1.34768, 2.03360], [0.89104, -3.21596, 0.24799], [-7.03900, -4.24161, -2.80695], [4.21416, 3.97037, 1.40462], [-3.38749, -0.28492, -0.18117], [-1.90195, 1.02439, -0.85995], [-5.93822, -3.20831, -4.80107], [2.38174, 2.92017, 0.20983], [5.82121, 5.98381, 1.80768], [-6.13386, -3.78224, -0.52077], [-4.33222, 4.28119, -1.18167], [5.10586, 5.07879, 1.60807], [-2.19891, 2.46384, -0.99797], [2.05847, -1.82249, 1.42698], [5.09420, -5.06942, 1.85902], [3.03693, -4.22443, 2.03313], [-3.97081, -1.69708, -4.49065], [4.38629, 2.79871, 2.13993], [-4.23990, 3.57775, -2.01645], [-4.45912, -2.16625, -3.63112], [1.55794, -0.44695, 1.87615], [5.40639, -4.25075, 0.27118], [-4.10669, 1.16155, -1.59520], [-6.17413, -3.58902, -2.67923], [-3.72727, 4.09400, -2.83582], [-2.59813, -0.43022, -3.14072], [-2.97950, 2.64667, 1.01593], [-1.06738, -2.61948, 2.16665], [-4.16559, -2.28223, -0.23638], [-3.50753, 2.39474, -1.62694], [0.32315, -1.16848, 3.48869], [-1.31403, 3.26237, 0.82703], [-0.17711, 3.12523, -1.44624], [-4.56692, -2.48669, -1.23293], [-5.23574, 3.27788, -2.34525], [1.87879, 0.07997, -0.13701], [-1.45020, 4.23516, -2.01525], [5.25099, 2.67661, 2.79779], [0.94842, -2.79978, 1.26624], [5.83355, -3.22095, 2.03625], [-0.32629, -2.01859, 1.62895], [2.16133, -0.12752, 2.73872], [3.15713, 4.05174, 0.48346], [-5.67044, -3.33251, -1.39937], [-2.29246, 3.18894, 0.35165], [3.31541, -2.22669, 1.36596], [3.44702, 1.02347, 2.84036], [-0.79992, -1.67085, 0.69837], [1.08826, -3.66204, 1.93943], [4.43636, -1.26473, 1.53413], [-2.80609, -0.92956, -2.17899], [0.14781, 1.10628, 0.40989], [-0.36457, -0.39082, -1.01369], [-5.55993, -3.00951, -3.79759], [2.96512, 4.99157, -0.03892], [1.52724, 0.57350, 0.79365], [3.55872, -3.69557, 1.21991], [-1.17595, 3.17816, -1.89467], [3.14152, -4.04288, 0.26306], [1.69354, 2.93396, -0.64494], [6.10582, -1.96476, 0.37372], [4.36915, -0.47917, 0.76563], [-0.18702, 1.97383, 0.98106], [-0.55599, 0.01022, 2.50207], [-1.90607, -1.50127, -1.90418]],
  "forces_ev_per_a": [[0.073, -0.183, 0.046], [0.337, -0.596, 0.451], [0.051, -0.264, 0.289], [1.643, 0.145, 0.333], [0.937, 0.362, 0.050], [-0.007, -0.283, 0.116], [0.379, 0.393, 0.710], [-0.173, -0.433, -0.438], [-0.034, 0.156, 0.244], [0.257, -0.706, 0.084], [-0.346, 0.188, 0.334], [0.245, 0.269, -0.216], [-0.310, 0.026, -0.540], [0.257, 0.073, 0.237], [0.255, 0.204, 0.043], [-0.298, -0.298, -0.213], [-0.046, 0.004, -0.311], [0.266, 0.174, -0.528], [0.076, 0.023, 0.301], [0.160, 0.195, 0.145], [-1.578, -2.040, -0.491], [0.080, 0.077, -0.273], [-0.093, -0.122, -0.094], [1.522, 2.029, 0.453], [0.182, -0.038, 0.103], [1.509, -0.470, 0.534], [-0.135, 0.181, -0.490], [-0.083, 0.517, -0.268], [-0.266, -0.184, 0.230], [-0.228, -0.068, 0.291], [0.083, 0.331, -0.057], [-0.159, 0.068, 0.321], [-0.509, -1.501, 1.746], [0.119, -0.020, 0.395], [-0.908, 0.217, -0.193], [0.257, 0.183, -0.037], [-0.125, -0.101, 0.070], [0.032, -0.213, 0.288], [0.140, 0.229, -0.110], [0.253, 0.047, -0.136], [-0.244, -0.134, -0.262], [-0.410, -0.401, -0.041], [-0.120, 0.137, -0.206], [-0.265, 0.161, -0.077], [-0.309, 0.072, -0.093], [-0.239, -0.087, -0.431], [0.163, -0.031, 0.073], [0.151, 0.280, 0.269], [0.107, -0.293, 0.048], [-0.460, 0.254, -0.013], [-0.783, -0.165, 0.106], [-0.677, 0.416, -0.616], [-0.405, 0.315, -0.381], [-0.052, -0.158, -0.486], [0.018, -0.270, -0.237], [0.243, 0.154, -0.093], [-0.252, 0.078, 0.051], [-1.436, 0.380, -0.057], [0.208, 0.283, -0.540], [0.065, -0.110, 0.386], [0.093, 0.277, -0.162], [0.180, 0.372, 0.548], [0.076, 0.044, -0.310], [-0.152, -0.470, 0.075], [-0.072, 0.272, 0.153], [0.087, -0.032, 0.261], [0.206, -0.384, 0.022], [0.220, 1.732, -2.502], [-0.196, -0.324, 0.149], [-0.084, -0.206, -0.180], [-0.020, 0.216, 0.331], [0.215, 0.039, 0.589], [0.157, -0.129, 0.454], [-0.187, -0.278, 0.277], [0.208, -0.470, -0.267], [0.333, -0.184, -0.179], [-0.184, 0.071, -0.078]]
}

Record 4
{
  "formula": "CH4NO4P",
  "method": "ωB97M-V/def2-TZVPD",
  "relative_energy_kcal_mol": 53.5,
  "max_force_ev_per_a": 3.14,
  "e_lumo_ev": 7.15,
  "e_tot_ev": -20069.5318,
  "charge": -2,
  "homo_ev": 1.09,
  "orbital_gap_ev": 6.059,
  "elements": ["O", "O", "P", "H", "H", "N", "H", "H", "C", "O", "O"],
  "xyz": [[-1.75150, -1.19125, -1.14303], [-3.13231, 1.57114, -0.32931], [-3.12810, 0.17817, 0.27502], [-0.80737, -1.31904, 0.59499], [0.28393, 0.70036, -0.40501], [-0.57364, -1.40611, -0.46830], [1.44822, -0.82070, -0.07907], [0.70043, -0.31866, -1.68131], [0.54129, -0.39273, -0.66221], [-2.25184, 0.14076, 1.46401], [-4.42055, -0.57242, 0.32610]],
  "forces_ev_per_a": [[-0.986, 1.599, 0.503], [-0.153, -0.764, -0.899], [-0.337, 1.680, -0.771], [0.351, -0.038, -2.157], [0.232, -1.337, 0.401], [1.212, -0.023, 2.891], [-1.294, 0.950, -0.956], [0.811, -0.319, -2.301], [-1.266, 0.014, 2.505], [1.477, -1.174, 1.344], [-0.046, -0.589, -0.561]]
}